a:
Density functional theory data (ωB97M-V/def2-TZVPD) for C23H31N3O6S in the gas phase.

SMILES: CCN(CC)S(=O)(=O)c1cc(NC(=O)[C@H](C)OC(=O)c2[nH]c(C)c(C(C)=O)c2C)ccc1C
LUMO: 0.0126 Ha
Gap between HOMO and LUMO: 8.8663 eV

```
! RIJCOSX wB97M-V def2-TZVPD def2/J DEFGRID3
* xyz 0 1
C 5.51 -0.26 2.81
C 4.47 -0.18 1.69
N 4.98 -0.71 0.44
C 5.82 0.10 -0.41
C 5.03 0.96 -1.40
S 4.68 -2.28 0.07
O 4.56 -3.03 1.29
O 5.65 -2.71 -0.90
C 3.06 -2.29 -0.72
C 2.34 -1.12 -0.79
C 1.08 -1.11 -1.39
N 0.31 0.05 -1.51
C 0.60 1.30 -1.08
O 1.62 1.65 -0.52
C -0.54 2.30 -1.40
C -0.10 3.72 -1.12
O -1.69 2.03 -0.58
C -2.58 1.13 -1.00
O -2.40 0.42 -1.98
C -3.78 1.04 -0.20
N -4.73 0.12 -0.58
C -5.79 0.16 0.24
C -6.94 -0.75 0.00
C -5.54 1.15 1.20
C -6.37 1.59 2.32
C -7.66 0.85 2.58
O -6.04 2.52 3.04
C -4.26 1.71 0.92
C -3.58 2.78 1.68
C 0.57 -2.30 -1.90
C 1.30 -3.47 -1.81
C 2.56 -3.49 -1.22
C 3.36 -4.75 -1.10
H 5.09 0.13 3.73
H 6.40 0.32 2.55
H 5.80 -1.30 2.95
H 3.61 -0.79 1.96
H 4.14 0.85 1.53
H 6.45 0.74 0.22
H 6.46 -0.59 -0.96
H 4.50 0.33 -2.11
H 4.30 1.58 -0.88
H 5.71 1.61 -1.95
H 2.75 -0.21 -0.39
H -0.60 -0.08 -1.95
H -0.83 2.17 -2.45
H 0.23 3.80 -0.08
H -0.93 4.41 -1.29
H 0.73 3.98 -1.76
H -4.60 -0.48 -1.38
H -7.85 -0.19 -0.16
H -7.09 -1.42 0.84
H -6.75 -1.35 -0.89
H -8.13 1.27 3.46
H -7.47 -0.20 2.73
H -8.33 0.97 1.73
H -2.59 2.97 1.29
H -3.52 2.50 2.73
H -4.18 3.69 1.64
H -0.40 -2.30 -2.37
H 0.89 -4.38 -2.21
H 3.61 -4.93 -0.06
H 2.81 -5.60 -1.50
H 4.30 -4.64 -1.64
*
```

Here are the Mulliken charges for atoms 1 to 4, given in e: number 1, C, carries -1.314; number 2, C, carries -0.570; number 3, N, carries 0.293; number 4, C, carries -0.696

b:
Density functional theory data (ωB97M-V/def2-TZVPD) for C23H31N3O6S in the gas phase.

SMILES: COc1ccc(OC)c(CN(CCN2CCOCC2)S(=O)(=O)c2ccc(NC(C)=O)cc2)c1
LUMO: 0.0159 Ha
Gap between HOMO and LUMO: 8.4334 eV

```
! RIJCOSX wB97M-V def2-TZVPD def2/J DEFGRID3
* xyz 0 1
C 1.93 -6.18 0.66
O 0.91 -5.22 0.81
C 1.26 -4.00 1.29
C 2.47 -3.69 1.90
C 2.72 -2.40 2.35
C 1.79 -1.39 2.16
O 1.99 -0.08 2.53
C 3.18 0.25 3.20
C 0.58 -1.68 1.53
C -0.41 -0.60 1.17
N -0.29 -0.31 -0.25
C 0.83 0.52 -0.65
C 1.43 0.14 -2.03
N 2.07 -1.15 -2.16
C 3.17 -1.38 -1.24
C 3.90 -2.66 -1.66
O 3.03 -3.76 -1.65
C 1.95 -3.54 -2.53
C 1.16 -2.29 -2.15
S -1.74 -0.02 -1.02
O -2.70 -0.96 -0.50
O -1.52 0.00 -2.44
C -2.21 1.63 -0.49
C -1.82 2.73 -1.24
C -2.11 4.00 -0.80
C -2.81 4.18 0.39
N -3.14 5.44 0.89
C -2.83 6.68 0.39
C -3.41 7.79 1.24
O -2.18 6.87 -0.60
C -3.20 3.06 1.13
C -2.90 1.79 0.69
C 0.32 -2.98 1.13
H 1.46 -7.03 0.16
H 2.74 -5.79 0.05
H 2.31 -6.52 1.63
H 3.23 -4.44 2.04
H 3.67 -2.20 2.83
H 3.12 1.32 3.42
H 3.28 -0.30 4.14
H 4.06 0.07 2.58
H -1.42 -0.97 1.32
H -0.24 0.30 1.77
H 1.59 0.42 0.12
H 0.52 1.57 -0.70
H 2.17 0.90 -2.27
H 0.63 0.18 -2.77
H 3.86 -0.53 -1.29
H 2.83 -1.51 -0.20
H 4.70 -2.89 -0.96
H 4.32 -2.52 -2.66
H 1.31 -4.43 -2.46
H 2.33 -3.44 -3.56
H 0.37 -2.10 -2.88
H 0.71 -2.44 -1.16
H -1.31 2.56 -2.18
H -1.81 4.86 -1.38
H -3.69 5.42 1.74
H -3.03 7.73 2.26
H -3.14 8.75 0.81
H -4.50 7.71 1.27
H -3.75 3.20 2.06
H -3.21 0.92 1.24
H -0.62 -3.21 0.66
*
```

Here are the Mulliken charges for atoms 1 to 4, given in e: number 1, C, carries -0.847; number 2, O, carries -0.463; number 3, C, carries 0.453; number 4, C, carries -0.817

a is the most stable structure; the next one sits 55.2 kcal/mol above it.

a:
Density functional theory data (ωB97M-V/def2-TZVPD) for C5H8N2O2S in the gas phase.

LUMO (alpha / beta): -0.0635 / -0.0634 Ha
Gap between HOMO and LUMO (alpha / beta): 7.2364 / 7.2428 eV

```
! RIJCOSX wB97M-V def2-TZVPD def2/J DEFGRID3
* xyz 0 1
C -3.32 0.72 1.02
C -3.36 -0.46 1.90
C 1.39 -1.01 -1.85
C 2.02 -0.75 -0.38
C 1.32 0.49 0.20
N -2.02 1.28 0.90
N -0.90 0.50 1.12
O -4.24 1.24 0.50
O -0.09 0.43 -0.02
S -1.36 -0.91 1.87
H 0.40 -1.16 -1.71
H 1.56 -0.18 -2.50
H 1.80 -1.92 -2.33
H 3.17 -0.44 -0.41
H 2.09 -1.75 0.21
H 1.59 0.45 1.32
H 1.85 1.36 -0.19
H -1.90 2.11 0.35
*
```

Here are the Mulliken charges for atoms 1 to 4, given in e: number 1, C, carries 0.573; number 2, C, carries -0.266; number 3, C, carries -1.136; number 4, C, carries -0.358

b:
Density functional theory data (ωB97M-V/def2-TZVPD) for C5H8N2O2S in the gas phase.

LUMO (alpha / beta): -0.0131 / -0.0132 Ha
Gap between HOMO and LUMO (alpha / beta): 7.0907 / 7.0857 eV

```
! RIJCOSX wB97M-V def2-TZVPD def2/J DEFGRID3
* xyz 0 1
C 1.29 1.02 0.56
C 1.66 -1.39 0.96
C -0.57 0.97 -2.94
C 1.99 0.28 2.72
C -0.74 -0.18 -1.91
N 1.52 0.02 1.37
N 0.64 -0.48 -1.32
O 1.19 2.16 0.27
O 2.24 -2.10 1.73
S 0.90 -1.77 -0.52
H -1.49 1.34 -3.30
H -0.08 1.82 -2.37
H 0.14 0.69 -3.79
H 1.38 -0.11 3.48
H 2.82 -0.37 2.82
H 2.28 1.37 2.83
H -1.33 0.12 -1.02
H -1.31 -1.09 -2.28
*
```

Here are the Mulliken charges for atoms 1 to 4, given in e: number 1, C, carries 0.693; number 2, C, carries 0.417; number 3, C, carries -0.950; number 4, C, carries -0.964

b is the most stable structure; the next one sits 92.3 kcal/mol above it.

a:
Density functional theory data (ωB97M-V/def2-TZVPD) for 4 unconnected molecules or ions with the total composition C2H14N2O3.

SMILES: CNCN.O.O.O
LUMO: 0.0089 Ha
Gap between HOMO and LUMO: 9.8264 eV

```
! RIJCOSX wB97M-V def2-TZVPD def2/J DEFGRID3
* xyz 0 1
C -1.53 -1.05 0.59
N -1.34 -1.12 -0.84
C -1.43 -2.63 -1.17
N -0.34 -3.10 -2.12
H -0.71 -1.46 1.10
H -1.56 0.01 0.74
H -2.31 -1.73 1.14
H -2.11 -0.67 -1.33
H -2.42 -2.93 -1.36
H -1.25 -3.10 -0.17
H -0.58 -2.76 -3.09
H 0.41 -2.68 -1.75
O 2.38 1.60 -1.29
H 1.66 1.16 -1.96
H 2.11 2.41 -1.63
O 1.05 4.15 3.77
H 1.36 3.13 3.65
H 1.37 4.60 2.90
O 1.81 2.37 1.17
H 1.18 1.63 1.31
H 2.26 2.16 0.32
*
```

Here are the Mulliken charges for atoms 1 to 4, given in e: number 1, C, carries -1.027; number 2, N, carries -0.371; number 3, C, carries -0.562; number 4, N, carries -0.596

b:
Density functional theory data (ωB97M-V/def2-TZVPD) for 4 unconnected molecules or ions with the total composition C2H14N2O3.

SMILES: NCCN.O.O.O
LUMO: 0.0210 Ha
Gap between HOMO and LUMO: 9.7504 eV

```
! RIJCOSX wB97M-V def2-TZVPD def2/J DEFGRID3
* xyz 0 1
N 1.08 0.88 -2.29
C 0.51 0.55 -0.97
C 1.81 0.35 -0.01
N 1.34 -0.06 1.36
H 1.41 1.84 -2.41
H 0.44 0.68 -3.16
H -0.15 -0.32 -1.04
H -0.17 1.27 -0.58
H 2.35 -0.47 -0.50
H 2.40 1.26 0.02
H 1.92 -0.58 1.93
H 0.99 0.75 1.84
O -0.91 1.36 3.17
H -1.21 1.56 2.36
H -0.43 2.19 3.43
O -1.37 -2.96 -2.53
H -0.99 -2.26 -3.11
H -1.29 -2.59 -1.62
O -1.81 -0.06 1.02
H -2.51 -0.66 0.93
H -0.93 -0.49 1.07
*
```

Here are the Mulliken charges for atoms 1 to 4, given in e: number 1, N, carries -0.624; number 2, C, carries -0.194; number 3, C, carries -0.363; number 4, N, carries -0.465

b is the most stable structure; the next one sits 32.5 kcal/mol above it.

a:
Density functional theory data (ωB97M-V/def2-TZVPD) for 5 unconnected molecules or ions with the total composition C4H18O4.

SMILES: CCCC.O.O.O.O
LUMO: 0.0130 Ha
Gap between HOMO and LUMO: 10.9752 eV

```
! RIJCOSX wB97M-V def2-TZVPD def2/J DEFGRID3
* xyz 0 1
C 0.54 0.59 -3.66
C 0.52 -0.92 -3.95
C 0.10 -1.64 -2.62
C 0.45 -3.09 -2.70
H -0.42 1.08 -3.50
H 0.81 1.11 -4.58
H 1.41 0.77 -3.06
H 1.46 -1.36 -4.28
H -0.18 -1.26 -4.74
H 0.50 -1.08 -1.77
H -0.99 -1.52 -2.55
H 0.33 -3.65 -1.79
H 1.51 -3.20 -2.93
H -0.04 -3.56 -3.57
O 3.27 0.05 4.32
H 2.87 -0.54 4.97
H 3.91 -0.49 3.82
O -5.60 1.49 3.54
H -5.22 1.92 4.31
H -5.53 1.94 2.72
O 0.60 0.72 1.53
H 0.05 0.79 2.29
H 1.53 0.70 1.77
O -0.94 3.82 5.36
H -0.31 3.43 4.77
H -0.67 3.88 6.30
*
```

Here are the Mulliken charges for atoms 1 to 4, given in e: number 1, C, carries -1.254; number 2, C, carries -0.507; number 3, C, carries -0.179; number 4, C, carries -1.260

b:
Density functional theory data (ωB97M-V/def2-TZVPD) for 5 unconnected molecules or ions with the total composition C4H18O4.

SMILES: CCCC.O.O.O.O
LUMO: 0.0188 Ha
Gap between HOMO and LUMO: 11.5520 eV

```
! RIJCOSX wB97M-V def2-TZVPD def2/J DEFGRID3
* xyz 0 1
C 0.76 0.46 2.10
C 0.02 -0.63 1.25
C 0.71 -0.93 -0.07
C 0.36 -2.23 -0.80
H 1.59 -0.08 2.56
H 0.01 0.84 2.76
H 1.03 1.29 1.45
H -0.95 -0.20 0.97
H -0.07 -1.51 1.89
H 0.63 -0.11 -0.78
H 1.76 -1.06 0.13
H 0.52 -2.11 -1.87
H -0.65 -2.65 -0.72
H 0.92 -3.10 -0.46
O -2.19 -0.24 -1.69
H -1.94 -1.14 -1.93
H -1.47 0.34 -1.97
O 3.49 0.65 0.40
H 3.51 -0.21 0.83
H 2.79 1.13 0.83
O -0.53 2.19 -1.93
H -0.03 1.88 -1.17
H -0.87 3.07 -1.77
O -3.23 1.80 0.10
H -3.01 1.51 -0.80
H -3.17 1.04 0.68
*
```

Here are the Mulliken charges for atoms 1 to 4, given in e: number 1, C, carries -1.280; number 2, C, carries 0.274; number 3, C, carries 0.378; number 4, C, carries -1.706

b is the most stable structure; the next one sits 12.2 kcal/mol above it.